(1)
DFT (ωB97M-V/def2-TZVPD) results for a structure of composition C2H8N2S in a non-equilibrium geometry.

As for the LUMO energy: 0.69 eV. As for the calculated total energy: -16017.6435 eV. The value obtained for the energy relative to the best compared isomer or geometry (same formula, charge and spin) is 1.152 eV. The calculation puts the HOMO-LUMO gap at 8.6040 eV.

```
13
Properties=species:S:1:pos:R:3:forces:R:3:nbo_charge:R:1
H 2.1935 1.5348 -1.2907 -0.260 0.196 -0.024 0.3770
S 0.2760 -1.8752 2.3373 -0.420 0.068 -0.468 -0.6292
H -1.2412 -1.6595 -0.5629 -0.065 -0.479 -0.609 0.4002
N -1.2879 -0.8835 0.0619 0.199 1.097 0.252 -0.7763
H 1.1701 -0.9078 2.2098 0.410 0.304 0.128 0.1155
H -1.4993 1.0694 -0.7830 -0.049 0.333 0.042 0.1948
C -0.7701 0.3530 -0.4507 2.974 0.335 -1.130 -0.1363
H -2.2280 -0.7288 0.3726 -0.465 -0.320 0.228 0.4004
H -0.5525 -1.2460 1.0873 0.222 -0.746 1.005 0.2909
N 1.1860 1.6568 -1.2449 0.369 -1.217 0.604 -0.8202
H 0.9833 2.5417 -0.7965 -0.203 -0.188 -0.011 0.3846
C 0.5934 0.5102 -0.6368 -2.955 -0.103 0.418 -0.0109
H 1.1766 -0.3649 -0.3032 0.243 0.719 -0.436 0.2096
```
Positions in Å, forces in eV/Å.

---

(2)
DFT (ωB97M-V/def2-TZVPD) results for a structure of composition C24H10Br2F5N3O2V in a non-equilibrium geometry.

As for the LUMO energy (spin up / spin down): -0.65 / -1.08 eV. As for the calculated total energy: -212974.4173 eV. The value obtained for the energy relative to the best compared isomer or geometry (same formula, charge and spin) is 0.847 eV. The calculation puts the HOMO-LUMO gap (spin up / spin down) at 5.5659 / 8.3747 eV. As for the multiplicity: 4.

```
47
Properties=species:S:1:pos:R:3:forces:R:3:nbo_charge:R:1
C -12.8236 -6.1640 10.6689 -0.391 -0.911 0.753 0.0850
C -12.5494 -7.2723 11.4419 0.090 -0.362 -1.169 -0.3031
C -16.3888 -2.4845 9.1058 -0.511 -0.850 1.132 0.3799
C -15.3268 -3.0309 11.1794 -0.378 -1.372 -1.563 0.3622
F -17.8704 -0.5971 9.0461 0.816 -1.201 1.021 -0.3072
O -11.6873 -3.4532 9.5973 0.081 0.324 -3.048 -0.5862
H -12.2151 -5.2728 10.6485 -0.105 0.192 0.507 0.2532
C -14.3201 -8.4893 10.3307 0.973 -0.560 0.128 -0.2376
F -15.9737 -2.0190 13.1905 -0.810 -0.226 -1.525 -0.3093
F -17.6665 -0.3357 11.7553 0.200 -1.370 -0.273 -0.2838
C -16.8494 -7.0884 5.9974 -0.015 1.161 0.576 -0.3084
H -8.3394 -0.9714 6.3241 -0.631 -0.524 -0.317 0.2234
C -16.1928 -8.3986 7.9178 0.071 -0.409 -1.029 -0.2216
C -9.7728 -2.1941 7.3170 0.430 -0.130 0.308 -0.1553
C -9.9742 -1.5232 5.0150 -0.475 -1.030 -0.464 -0.1963
C -13.1356 -3.3566 6.3486 -0.924 -3.029 0.751 0.6754
Br -12.6640 -10.1400 11.9308 -0.045 0.297 0.159 0.0995
C -13.2086 -8.5059 11.1639 -1.088 0.949 0.111 -0.0536
N -13.0909 -3.8079 7.7372 1.998 1.936 -1.152 -0.8223
C -17.1164 -1.4287 11.1631 0.414 1.321 -0.727 0.2967
C -9.2815 -1.5418 6.1983 1.125 0.820 0.530 -0.1925
C -14.5424 -7.3534 9.5533 -1.330 0.958 0.357 0.1234
H -11.7646 -7.1971 12.1445 0.801 -0.217 0.521 0.2357
C -16.4125 -5.9757 6.6997 0.469 -1.442 0.419 0.1002
O -14.1012 -3.7021 5.6438 2.406 1.657 1.076 -0.5630
Br -17.2566 -9.9066 5.7280 -0.097 0.081 0.077 0.1033
C -15.5450 -7.2983 8.4948 0.361 0.956 -0.873 0.1271
F -16.6991 -2.7481 7.7991 0.594 0.271 0.640 -0.3202
H -17.3406 -6.9744 5.0511 -0.096 0.071 -0.237 0.2429
C -17.1217 -1.5108 9.7742 -1.328 1.136 -1.004 0.2484
N -13.8745 -6.1543 9.8361 -0.562 -1.354 -1.629 -0.5974
C -16.7318 -8.3332 6.6105 0.791 -0.203 2.268 -0.0709
C -11.7477 -2.7743 6.0650 0.017 0.158 -0.195 -0.1056
V -14.5374 -4.6873 8.7055 0.425 0.525 -0.397 1.5673
C -16.2360 -2.2575 11.8451 1.371 1.213 2.656 0.2576
C -11.1650 -2.2369 4.9049 -2.209 0.682 -0.436 -0.1689
C -11.0114 -2.7981 7.2647 -0.534 0.418 -0.190 -0.1400
H -9.1265 -2.2007 8.1846 -0.396 -0.086 0.303 0.2326
F -14.3177 -3.6437 11.8416 -0.731 0.298 -0.124 -0.3003
H -16.5774 -4.9797 6.3986 -0.147 0.898 -0.786 0.2238
H -16.1254 -9.3268 8.4675 -0.112 -0.222 -0.365 0.2269
C -11.8652 -3.3571 8.3638 -1.771 -1.124 1.295 0.6845
H -11.7777 -2.1417 3.9533 0.892 -0.434 1.300 0.2370
H -9.6088 -1.0518 4.1265 0.320 0.370 -0.174 0.2241
H -14.9671 -9.3612 10.2304 0.463 0.144 -0.148 0.2339
C -15.5227 -3.3255 9.8119 -0.337 1.371 0.314 -0.5894
N -15.6799 -6.0530 7.8465 -0.088 -1.148 0.624 -0.6112
```
Positions in Å, forces in eV/Å.

---

(3)
DFT (ωB97M-V/def2-TZVPD) results for an isolated molecule of C2H4N2O2.

As for the LUMO energy: 0.79 eV. As for the calculated total energy: -9214.4400 eV. The value obtained for the energy relative to the best compared isomer or geometry (same formula, charge and spin) is 0.783 eV. The calculation puts the HOMO-LUMO gap at 10.8448 eV.

```
10
Properties=species:S:1:pos:R:3:forces:R:3:nbo_charge:R:1
O -1.9973 -0.0477 0.7144 0.324 -0.078 -0.259 -0.6063
N 0.0250 0.7594 -0.0633 0.247 -0.024 0.251 -0.5679
H -0.2004 -1.1245 -1.6728 -0.128 0.096 0.165 0.3997
N -0.9986 -1.0567 -1.0630 -0.045 -0.175 -0.010 -0.8359
C -1.0731 -0.1303 -0.0667 -0.202 -0.114 0.090 0.7622
C 0.9818 0.4718 0.7085 -0.242 0.001 -0.123 0.4418
H 1.8540 2.0718 0.3397 0.127 -0.085 0.059 0.4941
H -1.6919 -1.7855 -1.0759 -0.016 0.115 -0.070 0.4054
O 2.0387 1.2718 0.8606 -0.040 0.171 -0.091 -0.6536
H 1.0619 -0.4300 1.3185 -0.025 0.094 -0.012 0.1605
```
Positions in Å, forces in eV/Å.

---

(4)
DFT (ωB97M-V/def2-TZVPD) results for a structure of composition C3H5N3S in a non-equilibrium geometry.

As for the LUMO energy: -0.47 eV. As for the calculated total energy: -18491.7852 eV. The value obtained for the energy relative to the best compared isomer or geometry (same formula, charge and spin) is 6.113 eV. The calculation puts the HOMO-LUMO gap at 8.0633 eV.

```
12
Properties=species:S:1:pos:R:3:forces:R:3:nbo_charge:R:1
N 0.6724 -0.8326 -0.7803 2.674 9.254 0.724 -0.2906
H -1.9533 -0.6360 -0.5860 0.534 -0.673 -1.746 0.4131
N 1.7413 -0.4314 -1.8058 -3.125 -3.940 -4.184 -0.2728
H 0.2426 -1.3692 -3.1693 2.055 0.809 0.446 0.1754
C 0.5994 0.4594 -0.0759 -1.283 -4.626 -0.882 0.0483
H -2.5261 -0.4393 1.0807 2.087 0.677 -2.827 0.4046
N -1.7655 -0.2311 0.2755 -4.227 -1.146 3.998 -0.7542
S -0.6779 0.8266 2.2679 0.423 1.816 5.364 -0.0446
C 1.2994 -0.8918 -3.0306 0.397 0.581 4.295 -0.1204
C -0.6982 0.2650 0.8434 3.254 0.903 -4.992 -0.0423
H 1.9940 -0.9128 -3.8839 -0.362 0.562 0.502 0.1961
H 1.3488 1.6025 0.0253 -2.427 -4.217 -0.697 0.2877
```
Positions in Å, forces in eV/Å.